1.
A cluster of 2 separate species, C3H8N2O in total, computed with wB97M-V/def2-TZVPD.

ORCA input file:
```
! wB97M-V def2-TZVPD RIJCOSX def2/J DEFGRID3
* xyz 1 2
H 1.05 1.97 -1.37
C 2.29 4.86 -1.16
H -0.67 -4.16 2.39
H -1.92 -4.13 -0.32
H 3.25 4.76 -0.57
C -1.57 -3.95 1.75
H -0.34 -4.70 0.31
N -1.36 -4.50 0.46
O 1.66 2.61 -0.93
H 0.27 3.97 -1.42
N -2.67 -3.41 2.11
C 1.44 3.86 -1.47
H 2.02 5.99 -1.28
H -3.43 -3.17 1.49
*
```

* highest occupied orbital energy (alpha / beta): -11.045 / -11.045 eV
* energy above the lowest of the compared OMol25 structures with the same formula, charge and spin: 326.74 kJ/mol
* Kohn-Sham gap (alpha / beta): 5.1 / 1.5 eV
* calculated total energy: -8256.534 eV
* maximum force: 7.04 eV Å⁻¹

2.
A structure of composition C3H8N2O2, computed with wB97M-V/def2-TZVPD.

ORCA input file:
```
! wB97M-V def2-TZVPD RIJCOSX def2/J DEFGRID3
* xyz 0 1
N -0.97 -0.22 0.51
C -1.66 0.58 -0.50
H -1.64 -0.65 1.15
O 0.19 -1.41 -1.16
O 2.10 0.49 -0.74
H -2.28 -0.04 -1.15
H -0.91 1.07 -1.12
H 0.52 1.61 0.80
N 0.89 0.79 1.28
H -2.30 1.32 -0.02
C 1.66 0.03 0.49
H 0.25 -1.92 0.84
H 1.59 0.02 -1.43
H 2.44 -0.51 1.02
C 0.11 -1.17 0.05
*
```

* highest occupied orbital energy (alpha / beta): -8.650 / -8.650 eV
* energy above the lowest of the compared OMol25 structures with the same formula, charge and spin: 441.46 kJ/mol
* Kohn-Sham gap (alpha / beta): 7.8 / 7.8 eV
* calculated total energy: -10312.377 eV
* maximum force: 5.06 eV Å⁻¹

3.
A cluster of 2 separate species, C3H8N2O2 in total, computed with wB97M-V/def2-TZVPD.

ORCA input file:
```
! wB97M-V def2-TZVPD RIJCOSX def2/J DEFGRID3
* xyz 0 1
N -1.63 0.73 1.52
H 0.28 0.39 -3.18
H -2.11 1.47 2.01
H 1.59 0.27 0.68
N 1.04 0.21 -2.54
O -1.25 -1.51 1.53
C 1.52 -0.36 -0.21
C -1.74 -0.51 2.02
H 1.13 -1.33 0.07
C 0.70 0.37 -1.22
H 1.58 -0.62 -2.75
H -1.09 0.90 0.65
O -0.28 1.06 -0.94
H -2.25 -0.58 2.99
H 2.53 -0.47 -0.62
*
```

* highest occupied orbital energy: -9.533 eV
* energy above the lowest of the compared OMol25 structures with the same formula, charge and spin: 0.00 kJ/mol
* Kohn-Sham gap: 10.4 eV
* calculated total energy: -10316.952 eV
* SMILES: CC(N)=O.NC=O
* maximum force: 1.26 eV Å⁻¹

4.
A cluster of 2 separate species, C3H8N2O2 in total, computed with wB97M-V/def2-TZVPD.

ORCA input file:
```
! wB97M-V def2-TZVPD RIJCOSX def2/J DEFGRID3
* xyz 0 1
H -1.16 -0.90 -0.04
C -1.52 0.05 0.38
H -1.60 0.76 -0.44
H -0.13 -0.88 -2.48
H -0.49 -0.19 2.27
O 1.37 -1.48 -1.11
C 0.79 0.81 0.90
H 1.99 -1.29 -0.38
H -0.96 1.48 1.90
N 1.59 -0.38 -1.94
H 0.86 1.68 0.21
H -2.52 -0.12 0.79
O 1.76 0.10 1.13
N 0.60 -0.18 -2.66
C -0.58 0.55 1.47
*
```

* highest occupied orbital energy: -10.278 eV
* energy above the lowest of the compared OMol25 structures with the same formula, charge and spin: 354.99 kJ/mol
* Kohn-Sham gap: 11.0 eV
* calculated total energy: -10313.273 eV
* SMILES: [H]/N=N\O.CCC=O
* maximum force: 2.22 eV Å⁻¹

5.
A structure of composition C3H8N2O2, computed with wB97M-V/def2-TZVPD.

ORCA input file:
```
! wB97M-V def2-TZVPD RIJCOSX def2/J DEFGRID3
* xyz 0 1
H 1.35 -1.62 0.27
O 1.84 -1.17 -0.39
H -0.91 -1.81 0.23
H 2.94 0.58 -0.29
C 0.84 1.00 0.11
H -1.87 1.32 -1.09
H -2.34 -0.39 -0.65
H -0.64 -0.25 -1.66
C -1.35 0.24 -0.97
O 1.06 2.15 0.20
H -1.34 1.14 1.15
C -0.54 0.52 0.40
N -0.34 -0.81 0.83
N 1.85 0.14 -0.17
H -0.55 -1.04 2.05
*
```

* highest occupied orbital energy: -8.821 eV
* energy above the lowest of the compared OMol25 structures with the same formula, charge and spin: 670.34 kJ/mol
* Kohn-Sham gap: 9.4 eV
* calculated total energy: -10310.005 eV
* maximum force: 9.23 eV Å⁻¹

6.
An isolated molecule of C3H8N2O2, computed with wB97M-V/def2-TZVPD.

ORCA input file:
```
! wB97M-V def2-TZVPD RIJCOSX def2/J DEFGRID3
* xyz 0 1
C -1.37 0.43 -0.60
H 2.59 0.67 -0.22
C 1.53 0.91 -0.25
H 1.21 0.91 -1.30
C -0.57 0.05 0.64
H -1.09 -0.23 -1.42
N -0.92 -1.49 1.11
O 1.16 -1.47 -0.13
H 1.37 1.90 0.18
H -1.22 1.47 -0.88
O -1.85 -2.02 0.61
N 0.84 -0.04 0.58
H 1.59 -1.98 0.57
H -0.85 0.61 1.53
H -2.43 0.27 -0.40
*
```

* highest occupied orbital energy: -8.694 eV
* energy above the lowest of the compared OMol25 structures with the same formula, charge and spin: 562.03 kJ/mol
* Kohn-Sham gap: 9.2 eV
* calculated total energy: -10311.127 eV
* SMILES: C[C@@H](N=O)N(C)O
* maximum force: 3.38 eV Å⁻¹

7.
An isolated molecule of C3H8N2O2, computed with wB97M-V/def2-TZVPD.

ORCA input file:
```
! wB97M-V def2-TZVPD RIJCOSX def2/J DEFGRID3
* xyz 0 1
C 0.40 -0.10 -0.73
H -1.20 1.12 -0.55
H 0.39 1.30 1.87
O 1.58 0.29 -1.35
N -0.39 -0.70 -1.77
O 0.73 -1.00 0.33
H -1.36 1.05 1.74
H 0.23 -1.12 -2.45
H -0.96 -1.44 -1.37
C -0.39 0.74 1.33
H 0.37 -1.08 2.34
H 1.98 0.95 -0.77
H -1.07 -1.33 1.31
C -0.14 -0.76 1.42
N -0.30 1.00 -0.10
*
```

* highest occupied orbital energy: -9.387 eV
* energy above the lowest of the compared OMol25 structures with the same formula, charge and spin: 97.73 kJ/mol
* Kohn-Sham gap: 10.3 eV
* calculated total energy: -10315.939 eV
* SMILES: N[C@@]1(O)NCCO1
* maximum force: 0.24 eV Å⁻¹

8.
A cluster of 3 separate species, C3H8N2O2 in total, computed with wB97M-V/def2-TZVPD.

ORCA input file:
```
! wB97M-V def2-TZVPD RIJCOSX def2/J DEFGRID3
* xyz 0 1
H 0.67 -1.52 2.23
C -0.33 -0.76 -1.61
H 1.38 1.83 -1.64
H 0.47 0.22 -3.39
H 1.03 0.90 0.75
H -2.04 1.40 0.82
H -1.03 -1.53 -1.82
N 1.10 0.89 -1.42
C 0.68 0.50 -0.19
H -2.11 -0.07 1.16
O 1.01 -1.12 3.04
O -2.48 0.79 1.43
H 1.26 -0.22 2.78
C 0.40 0.13 -2.32
N -0.15 -0.52 -0.25
*
```

* highest occupied orbital energy: -9.669 eV
* energy above the lowest of the compared OMol25 structures with the same formula, charge and spin: 121.60 kJ/mol
* Kohn-Sham gap: 10.1 eV
* calculated total energy: -10315.692 eV
* SMILES: c1c[nH]cn1.O.O
* maximum force: 1.40 eV Å⁻¹

9.
An isolated molecule of C3H8N2O2, computed with wB97M-V/def2-TZVPD.

ORCA input file:
```
! wB97M-V def2-TZVPD RIJCOSX def2/J DEFGRID3
* xyz 0 1
H -0.94 -2.04 -0.82
H 0.12 2.29 1.10
H 2.38 -0.34 -0.23
C 0.39 -0.80 -0.28
O -1.41 0.26 -1.47
C -1.60 0.70 -0.18
H 1.94 -1.57 0.81
H 1.53 1.28 1.09
H -2.27 0.12 0.46
H -1.87 1.77 -0.08
N 1.76 -1.12 -0.08
C -0.15 0.48 0.18
N 0.54 1.38 0.91
O -0.40 -1.93 -0.01
H 0.00 -0.48 -1.41
*
```

* highest occupied orbital energy: -7.556 eV
* energy above the lowest of the compared OMol25 structures with the same formula, charge and spin: 450.17 kJ/mol
* Kohn-Sham gap: 7.8 eV
* calculated total energy: -10312.287 eV
* maximum force: 4.02 eV Å⁻¹

10.
An isolated molecule of C3H8N2O2, computed with wB97M-V/def2-TZVPD.

ORCA input file:
```
! wB97M-V def2-TZVPD RIJCOSX def2/J DEFGRID3
* xyz 0 1
H -0.82 -2.89 -1.72
C 0.85 -0.57 -0.80
C 0.63 2.36 0.56
H -0.93 -0.22 1.68
H 1.58 1.60 0.53
H 1.90 -0.27 -1.18
O 0.57 -0.40 0.64
N -1.03 -2.11 -1.09
C -0.65 0.34 0.73
H 0.30 2.79 -0.50
O -0.49 1.61 1.23
N 0.21 -1.43 -1.43
H -1.42 0.17 -0.18
H -1.25 -2.03 -0.01
H 0.82 3.30 1.08
*
```

* highest occupied orbital energy: -9.531 eV
* energy above the lowest of the compared OMol25 structures with the same formula, charge and spin: 546.93 kJ/mol
* Kohn-Sham gap: 10.4 eV
* calculated total energy: -10311.284 eV
* SMILES: COCO/C=N\N
* maximum force: 4.13 eV Å⁻¹

11.
An isolated molecule of C3H8N2O2, computed with wB97M-V/def2-TZVPD.

ORCA input file:
```
! wB97M-V def2-TZVPD RIJCOSX def2/J DEFGRID3
* xyz 0 1
C 1.40 -0.11 -0.56
O 1.72 -0.34 1.75
H 0.91 -1.03 -2.34
H -1.81 -1.13 0.64
H -0.40 0.92 2.09
O -2.20 -0.42 0.11
H 2.15 -0.89 -0.45
C -1.41 0.74 0.28
H -1.97 1.58 0.68
C 0.88 -0.08 0.92
H -1.05 1.01 -0.71
N -0.27 0.60 1.14
N 0.45 -0.52 -1.60
H 1.82 0.88 -0.70
H -0.21 -1.22 -1.26
*
```

* highest occupied orbital energy: -9.575 eV
* energy above the lowest of the compared OMol25 structures with the same formula, charge and spin: 144.05 kJ/mol
* Kohn-Sham gap: 10.3 eV
* calculated total energy: -10315.459 eV
* SMILES: NCC(=O)NCO
* maximum force: 2.85 eV Å⁻¹

12.
An isolated molecule of C3H8N2O2, computed with wB97M-V/def2-TZVPD.

ORCA input file:
```
! wB97M-V def2-TZVPD RIJCOSX def2/J DEFGRID3
* xyz 0 1
H -1.58 -2.74 -0.55
H 1.46 3.34 -0.84
H -0.50 1.78 -1.14
H 1.53 0.29 0.61
C 0.53 1.64 -0.78
H 1.12 1.42 -1.68
N -0.19 -0.62 -0.19
O 0.12 -1.57 1.86
N -1.21 -2.62 0.37
C -0.40 -1.60 0.77
H -1.03 -0.34 -0.67
O 0.98 2.84 -0.18
H -1.30 -3.39 1.01
H -0.05 1.00 1.12
C 0.52 0.58 0.30
*
```

* highest occupied orbital energy: -9.776 eV
* energy above the lowest of the compared OMol25 structures with the same formula, charge and spin: 55.93 kJ/mol
* Kohn-Sham gap: 10.5 eV
* calculated total energy: -10316.373 eV
* SMILES: NC(=O)NCCO
* maximum force: 0.73 eV Å⁻¹

13.
A cluster of 2 separate species, C3H8N2O2 in total, computed with wB97M-V/def2-TZVPD.

ORCA input file:
```
! wB97M-V def2-TZVPD RIJCOSX def2/J DEFGRID3
* xyz 0 1
H 1.46 1.84 -0.92
H 2.29 -1.96 0.66
O 1.70 -1.88 -0.10
C 1.58 -0.57 -0.45
N -2.46 -0.33 0.01
H -0.56 -0.61 0.75
H -1.15 1.15 0.58
C -1.31 0.10 0.46
N -3.53 0.27 -0.37
H 0.95 -0.44 -1.32
H 2.80 0.30 1.04
O 2.05 1.76 -0.16
H -3.43 1.28 -0.26
H -2.55 -1.35 -0.09
C 2.17 0.44 0.17
*
```

* highest occupied orbital energy: -7.816 eV
* energy above the lowest of the compared OMol25 structures with the same formula, charge and spin: 462.17 kJ/mol
* Kohn-Sham gap: 8.5 eV
* calculated total energy: -10312.162 eV
* maximum force: 1.20 eV Å⁻¹

14.
An isolated molecule of C3H8N2O2, computed with wB97M-V/def2-TZVPD.

ORCA input file:
```
! wB97M-V def2-TZVPD RIJCOSX def2/J DEFGRID3
* xyz 0 1
H -0.78 -0.48 -2.06
O 1.14 -1.41 -1.00
C 0.93 0.19 0.78
H 2.62 -0.94 0.89
C -1.71 0.60 -0.47
H -2.46 0.92 -1.20
H 0.38 -0.40 1.51
C 0.52 -0.47 -0.55
N 2.33 0.01 1.07
H 2.91 0.67 0.58
O -2.33 -0.24 0.49
H -1.36 1.48 0.06
H -2.15 -1.15 0.24
N -0.62 0.00 -1.19
H 0.58 1.22 0.84
*
```

* highest occupied orbital energy: -9.320 eV
* energy above the lowest of the compared OMol25 structures with the same formula, charge and spin: 98.43 kJ/mol
* Kohn-Sham gap: 10.1 eV
* calculated total energy: -10315.932 eV
* SMILES: NCC(=O)NCO
* maximum force: 1.50 eV Å⁻¹

15.
A cluster of 2 separate species, C3H8N2O2 in total, computed with wB97M-V/def2-TZVPD.

ORCA input file:
```
! wB97M-V def2-TZVPD RIJCOSX def2/J DEFGRID3
* xyz 0 1
H -0.14 -0.69 -1.60
H 1.60 0.11 -1.79
N -1.74 -1.26 -2.33
H -1.48 -2.20 -2.65
H 2.59 -0.47 1.65
H 3.18 0.29 0.18
H -2.72 -1.16 -2.60
O -0.93 -1.13 0.78
H 2.18 1.23 1.09
O 0.72 -1.53 2.02
C 1.12 -0.29 0.12
N 0.27 -0.99 1.05
C 2.35 0.23 0.79
C 0.83 -0.35 -1.20
H -1.91 -1.28 -1.31
*
```

* highest occupied orbital energy: -10.331 eV
* energy above the lowest of the compared OMol25 structures with the same formula, charge and spin: 469.88 kJ/mol
* Kohn-Sham gap: 10.1 eV
* calculated total energy: -10312.082 eV
* SMILES: C=C(C)[N+](=O)[O-].N
* maximum force: 3.33 eV Å⁻¹

16.
An isolated molecule of C3H8N2O2, computed with wB97M-V/def2-TZVPD.

ORCA input file:
```
! wB97M-V def2-TZVPD RIJCOSX def2/J DEFGRID3
* xyz 0 1
C -0.29 1.23 0.74
H 0.03 0.90 1.73
N 1.38 -1.07 -0.04
H -1.06 1.12 -1.94
C -0.02 -1.30 0.25
H 1.95 -1.84 -0.37
H -0.47 -2.06 -0.42
H 1.79 -0.62 0.77
H -1.81 -0.17 -0.15
O 0.75 1.91 0.16
C -0.76 0.10 -0.23
H 0.44 1.06 -1.34
O -0.36 -1.54 1.46
N -0.41 0.43 -1.55
H -1.16 1.85 0.92
*
```

* highest occupied orbital energy: -8.881 eV
* energy above the lowest of the compared OMol25 structures with the same formula, charge and spin: 700.86 kJ/mol
* Kohn-Sham gap: 5.4 eV
* calculated total energy: -10309.688 eV
* maximum force: 4.76 eV Å⁻¹

17.
A cluster of 3 separate species, C3H8N2O2 in total, computed with wB97M-V/def2-TZVPD.

ORCA input file:
```
! wB97M-V def2-TZVPD RIJCOSX def2/J DEFGRID3
* xyz 1 2
O 4.14 -1.14 -1.15
H 0.43 -0.95 -1.28
H 0.03 1.47 -0.79
N -1.96 0.85 -0.32
C -2.47 -0.35 -0.20
C -1.38 -1.27 -0.13
N -0.30 -0.65 -0.65
O 0.58 1.97 2.49
H 4.16 -1.95 -1.68
H -1.36 -2.22 0.40
H 3.62 -1.48 -0.41
C -0.66 0.66 -0.57
H 0.20 1.62 3.31
H 0.74 1.14 2.03
H -3.52 -0.52 -0.06
*
```

* highest occupied orbital energy (alpha / beta): -14.681 / -14.681 eV
* energy above the lowest of the compared OMol25 structures with the same formula, charge and spin: 200.86 kJ/mol
* Kohn-Sham gap (alpha / beta): 9.4 / 6.3 eV
* calculated total energy: -10305.991 eV
* maximum force: 2.13 eV Å⁻¹

18.
A cluster of 2 separate species, C3H8N2O4 in total, computed with wB97M-V/def2-TZVPD.

ORCA input file:
```
! wB97M-V def2-TZVPD RIJCOSX def2/J DEFGRID3
* xyz 0 1
C 0.59 -1.13 0.46
C -0.69 0.94 0.01
O 1.86 -0.12 0.16
H -2.72 1.13 -0.59
H 2.17 -0.81 -1.64
H 0.08 -2.75 -0.28
H -2.45 -0.16 0.60
N -0.57 1.48 1.29
H -0.87 0.91 2.07
H 2.82 0.82 -1.22
O 0.29 -1.49 1.57
N 2.63 -0.16 -0.98
C -2.05 0.33 -0.28
O 0.48 -1.93 -0.62
H 0.32 1.94 1.45
O 0.04 1.37 -0.90
H -1.95 -0.39 -1.09
*
```

* highest occupied orbital energy (alpha / beta): -8.585 / -8.584 eV
* energy above the lowest of the compared OMol25 structures with the same formula, charge and spin: 427.15 kJ/mol
* Kohn-Sham gap (alpha / beta): 8.3 / 8.3 eV
* calculated total energy: -14407.914 eV
* SMILES: NOC(=O)O.CC(N)=O
* maximum force: 5.48 eV Å⁻¹

19.
An isolated molecule of C3H8N2OS, computed with wB97M-V/def2-TZVPD.

ORCA input file:
```
! wB97M-V def2-TZVPD RIJCOSX def2/J DEFGRID3
* xyz 0 1
H 1.23 -0.36 -0.70
H 0.49 1.15 -0.11
O -2.39 -0.65 -2.06
N -1.35 1.37 -1.88
C -1.64 0.07 -1.44
H -0.43 1.65 -2.17
C 0.67 -0.25 1.44
S 2.41 -0.18 1.90
H -1.21 -1.24 0.03
H 0.35 -1.28 1.57
H 2.44 1.04 2.45
H 0.01 0.43 1.96
N -0.92 -0.35 -0.35
C 0.45 0.06 -0.08
H -2.16 1.80 -2.28
*
```

* highest occupied orbital energy: -9.325 eV
* energy above the lowest of the compared OMol25 structures with the same formula, charge and spin: 68.69 kJ/mol
* Kohn-Sham gap: 10.1 eV
* calculated total energy: -19103.790 eV
* SMILES: NC(=O)NCCS
* maximum force: 2.06 eV Å⁻¹

20.
A cluster of 2 separate species, C3H8N2OS in total, computed with wB97M-V/def2-TZVPD.

ORCA input file:
```
! wB97M-V def2-TZVPD RIJCOSX def2/J DEFGRID3
* xyz 0 1
H 0.66 -1.79 -1.47
O -0.65 -0.27 0.12
H 2.46 -1.82 -1.27
H 0.98 0.89 -1.63
H -2.36 -1.21 1.29
N -1.40 -0.09 1.31
C -2.41 0.86 1.18
H -3.18 0.82 2.01
S -2.37 2.15 0.17
H 2.43 0.43 -0.93
H 1.20 -0.44 1.09
N 1.57 -1.19 -1.66
C 0.79 0.25 0.33
H 0.78 1.36 0.48
C 1.52 0.05 -1.01
*
```

* highest occupied orbital energy: -8.691 eV
* energy above the lowest of the compared OMol25 structures with the same formula, charge and spin: 620.99 kJ/mol
* Kohn-Sham gap: 8.3 eV
* calculated total energy: -19098.066 eV
* maximum force: 5.64 eV Å⁻¹